The following is a DFT calculation (ωB97M-V/def2-TZVPD) of the ion C4H12N2P with charge +1.

The geometry in ORCA input format:
```
! wB97M-V def2-TZVPD RIJCOSX def2/J DEFGRID3
* xyz 1 1
H 2.0349 -1.1220 0.3137
P -1.6707 1.2730 -0.7567
N -0.1089 -0.8756 -0.6850
H -1.8021 -0.6989 1.6661
C 1.9799 -0.2004 -0.2279
H 0.6448 0.8318 -1.8010
C 1.6895 0.8548 0.9374
H 3.0220 0.0233 -0.7576
H 1.2185 -0.6330 -2.1662
H 0.7553 0.6812 1.3977
H 1.8162 1.8576 0.6136
N -1.0844 -0.3167 -0.2712
C 0.8624 -0.1561 -1.2906
H -3.0097 -1.0426 0.5203
H -2.9728 0.7271 -1.1936
H -2.1613 1.4398 0.5342
C -1.9398 -1.1392 0.7046
H -1.6894 -2.2110 0.7298
H 2.4155 0.7069 1.7323
*
```

The relative energy (zero: lowest compared OMol25 entry of this formula, charge and spin) is 2.781 eV. Its orbital gap is 9.83 eV.

These are the Löwdin partial charges, in e, on atoms 1 to 2: number 1, H, carries 0.097; number 2, P, carries 0.984

The following is a DFT calculation (ωB97M-V/def2-TZVPD) of a structure of composition C51H31Cl5N9NaO4S.

The geometry in ORCA input format:
```
! wB97M-V def2-TZVPD RIJCOSX def2/J DEFGRID3
* xyz -2 1
N -0.0339 -2.4531 -1.7595
C 6.0212 -1.2340 2.7793
C -1.7213 -3.5479 -5.3983
C -0.3035 1.3625 3.0155
H -2.3629 -1.0635 -1.9391
C -2.9913 1.0920 3.3057
C -1.9658 3.6741 -0.7660
H -12.6893 -0.0431 5.5063
H 0.7621 1.4762 2.8450
C -10.3522 1.2819 5.6666
N -5.3561 1.2143 4.2602
H -4.7965 -1.5632 -1.9309
C -0.0451 -2.5339 3.4070
H 2.3307 -2.0036 2.0080
H -1.5067 -1.4991 -5.9980
O 2.0053 1.8523 0.8959
C -0.5748 -2.7283 -2.9944
C -0.7855 3.5473 -3.2303
C -10.2526 0.7106 4.4029
H 0.3914 -4.4131 0.7372
Cl -2.7609 3.7782 0.7961
H 5.8187 -2.6303 4.4038
H -2.7477 1.9902 5.2564
C 3.3723 -1.7932 2.2129
C -3.0236 0.0824 1.0242
H 4.6606 -2.1283 -0.8088
N -0.4656 -2.1286 2.4032
O 2.0162 -0.5622 0.1172
H -5.1859 1.6563 5.1443
C 5.3265 -1.2759 -2.6598
H 4.7900 1.9195 -3.6254
C -0.8908 1.7940 4.2091
C -2.2731 4.6535 -1.7071
C -1.0829 2.6246 -0.9640
H 5.7866 -2.1947 -3.0045
C -0.0045 -3.4875 -0.9976
H -11.1343 0.3751 3.8745
N -0.9847 0.8319 2.0259
C 4.1268 1.0634 -1.7777
C 4.0930 -0.0670 -0.9673
H 0.2767 -2.7269 0.8728
C -5.0996 0.3240 2.2812
C -4.4186 -0.1134 1.1002
Cl -0.0381 3.4524 -4.7977
C -1.6751 4.5840 -2.9629
C 5.3927 -0.6028 1.7195
H 3.4611 -3.1525 3.8672
N -6.4371 0.2751 2.5691
Cl -3.3613 5.9614 -1.3567
H -8.9268 0.1179 2.8246
H 2.0859 -1.4553 -0.2470
C 4.0522 -0.8641 1.4300
H -9.2816 2.1369 7.3026
C -4.3397 -1.0802 -1.0771
C 4.6885 -1.2391 -1.4292
H -0.2809 2.2209 4.9927
H -6.1439 -0.8815 0.0993
N 1.0341 -5.5454 4.7132
C 3.3396 -0.0757 0.3576
C -2.3042 0.6801 2.1428
C -6.5677 0.8154 3.7591
C -12.7072 1.0320 5.7090
Na 0.3890 0.9012 0.1338
C -7.9626 1.5479 5.7149
H -13.5162 1.2508 6.4022
C -0.7740 -1.8029 -4.0162
C -9.1959 1.6982 6.3168
H 5.8685 -0.1638 -4.4139
C 4.0078 -2.4350 3.2666
H -12.8848 1.5692 4.7723
Cl 0.6272 1.3497 -2.5775
C -2.9650 -0.8130 -1.0735
C 5.3681 -0.1385 -3.4529
O 4.2323 2.0117 1.1943
S -0.6409 -4.9934 -1.7624
N 0.4915 -3.5358 0.2524
Cl -2.0314 5.7699 -4.1734
C -7.8458 0.9794 4.4446
C -5.0761 -0.7194 0.0250
H -1.8333 -5.5165 -4.5342
N 0.7248 -1.5311 6.6495
C 3.1841 1.4401 0.8868
C -1.5325 -4.4857 -4.3939
C 0.4497 -3.0519 4.6041
C 0.7743 -4.4178 4.6706
C -2.2494 1.6591 4.3517
C 4.7668 1.0300 -3.0076
H -2.1639 -3.8561 -6.3376
H 5.9260 0.1258 1.1260
H -7.0798 1.8784 6.2484
C -1.3475 -2.2201 -5.2058
H 7.0555 -0.9978 3.0022
N -2.3250 -0.2635 -0.0663
H -0.4857 -0.7731 -3.8549
H 3.6625 1.9773 -1.4313
O -11.5248 1.4638 6.3414
C 5.3314 -2.1521 3.5626
C -0.5120 2.6188 -2.2298
C 0.6124 -2.2136 5.7223
C -4.4038 0.9056 3.3235
C -0.9677 -4.0685 -3.1998
C -9.0120 0.5625 3.8061
*
```

The relative energy (zero: lowest compared OMol25 entry of this formula, charge and spin) is 0.739 eV. Its orbital gap is 6.22 eV.

These are the Löwdin partial charges, in e, on atoms 1 to 2: number 1, N, carries 0.115; number 2, C, carries -0.091

The following is a DFT calculation (ωB97M-V/def2-TZVPD) of a cluster of 2 separate species, C3H7NOS in total.

The geometry in ORCA input format:
```
! wB97M-V def2-TZVPD RIJCOSX def2/J DEFGRID3
* xyz 0 1
H 1.5311 -0.4983 1.3654
H -1.1611 -3.2010 -4.1879
H 2.8065 0.6149 1.1444
N -0.4058 1.9197 1.7240
H -0.7586 1.2062 2.3414
H -1.2261 2.4884 1.5367
C -1.3496 -1.4853 -2.7400
S 0.3204 1.0354 0.3778
C -1.2348 -2.3895 -3.5399
H 1.5651 0.7987 2.4635
O -0.4028 -0.2585 0.0977
H -1.4093 -0.7665 -1.9996
C 1.7250 0.5359 1.4164
*
```

The relative energy (zero: lowest compared OMol25 entry of this formula, charge and spin) is 4.157 eV. Its orbital gap is 10.42 eV.

These are the Löwdin partial charges, in e, on atoms 1 to 2: number 1, H, carries 0.010; number 2, H, carries -0.008

The following is a DFT calculation (ωB97M-V/def2-TZVPD) of a cluster of 2 separate species, C2H6O3 in total.

The geometry in ORCA input format:
```
! wB97M-V def2-TZVPD RIJCOSX def2/J DEFGRID3
* xyz 0 1
C 0.2819 0.0054 0.1029
O 0.8660 0.5967 1.2491
O 2.9301 -0.5138 0.9562
H 0.8830 -0.8300 -0.2938
H 0.1183 0.7366 -0.7066
H -0.6970 -0.3875 0.4253
C 2.0562 0.0730 1.6025
H 2.1920 0.3421 2.6688
H -3.2677 0.2577 -1.3508
O -3.0375 0.1988 -2.3057
H -2.3253 -0.4788 -2.3478
*
```

The relative energy (zero: lowest compared OMol25 entry of this formula, charge and spin) is 1.415 eV. Its orbital gap is 11.49 eV.

These are the Löwdin partial charges, in e, on atoms 1 to 2: number 1, C, carries -0.080; number 2, O, carries -0.064

The following is a DFT calculation (ωB97M-V/def2-TZVPD) of a cluster of 4 separate species, C2H12N2O4 in total.

The geometry in ORCA input format:
```
! wB97M-V def2-TZVPD RIJCOSX def2/J DEFGRID3
* xyz 0 1
O 2.7088 0.9483 -2.6468
H 3.5918 0.5850 -2.5009
H 0.3836 -1.4177 3.3042
H -1.6290 1.2448 0.6522
H -1.0769 -2.0986 -0.6498
H 2.8240 1.9071 -2.7022
O 0.3599 -1.6895 4.2461
N -1.3022 -1.1438 -0.4048
H -1.1299 0.5636 -3.7091
O -1.4283 0.8810 -2.8392
H -0.5691 0.9159 -2.3816
C -0.5935 0.8958 0.7178
O -0.0579 -1.3023 1.4742
H 1.0655 1.3235 -0.5065
H -0.0354 2.5073 -0.4397
H 1.0692 -1.2315 4.7044
C -0.5687 -0.6091 0.6095
H -1.5415 -0.5999 -1.2283
N 0.0729 1.5071 -0.4278
H -0.2443 1.2091 1.7045
*
```

The relative energy (zero: lowest compared OMol25 entry of this formula, charge and spin) is 0.873 eV. Its orbital gap is 10.32 eV.

These are the Löwdin partial charges, in e, on atoms 1 to 2: number 1, O, carries -0.063; number 2, H, carries 0.041

The following is a DFT calculation (ωB97M-V/def2-TZVPD) of a cluster of 2 separate species, C5H8O4 in total.

The geometry in ORCA input format:
```
! wB97M-V def2-TZVPD RIJCOSX def2/J DEFGRID3
* xyz -1 2
C -0.7814 0.1180 1.9153
H 0.1373 1.1521 0.2392
H 2.0198 1.0867 2.2513
O -1.8610 0.5348 1.5597
O -0.2937 -0.2308 3.0062
O -1.1574 -0.3808 -3.7185
C -1.2304 -0.4708 -1.3191
C -0.5996 -0.7985 -2.6844
H -0.8362 0.5421 -1.1380
H -1.0982 -1.1786 -0.5283
O 0.2484 -1.7346 -2.6472
C 1.9061 0.6286 1.2648
H 2.4523 -0.3088 1.3198
H 2.3404 1.3576 0.5991
H 0.5453 -0.6398 0.4099
H -2.2203 -0.0093 -1.3996
C 0.4286 0.3321 0.8699
*
```

The relative energy (zero: lowest compared OMol25 entry of this formula, charge and spin) is 1.536 eV. Its orbital gap (spin up / spin down) is 7.28 / 3.46 eV. As for the expectation value of S²: 0.756.

These are the Löwdin partial charges, in e, on atoms 1 to 2: number 1, C, carries -0.605; number 2, H, carries 0.099